The following is a quantum chemistry calculation of a molecular structure, C37H30AuBrN7O4S, from the Open Molecules 2025 dataset.

The geometry in XYZ format:
```
81
C37H30AuBrN7O4S | the Open Molecules 2025 dataset | ωB97M-V/def2-TZVPD
Au 0.285 0.285 -0.092
C -1.695 -2.703 0.154
O -1.708 -1.296 0.093
C -2.900 -0.649 0.051
C -4.123 -1.273 0.013
C -5.298 -0.515 -0.042
Br -6.964 -1.420 -0.166
C -5.265 0.854 -0.022
C -4.026 1.519 0.036
C -2.798 0.785 0.035
O -1.673 1.384 -0.023
C -3.949 2.945 0.055
N -2.803 3.634 0.071
C -3.072 4.979 0.060
C -2.249 6.093 0.055
C -2.866 7.328 0.025
C -4.258 7.449 0.003
C -5.088 6.344 0.009
C -4.474 5.103 0.036
N -4.977 3.819 0.037
H -2.343 -3.077 0.950
H -0.669 -2.981 0.386
H -1.993 -3.137 -0.806
H -4.205 -2.349 0.003
H -6.191 1.407 -0.069
H -1.916 3.126 0.114
H -1.178 5.988 0.078
H -2.267 8.226 0.021
H -4.695 8.434 -0.019
H -6.162 6.440 -0.004
H -5.953 3.574 0.033
N -2.288 -5.286 4.916
C -1.831 -4.057 4.562
C -0.528 -3.650 4.899
C -0.051 -2.422 4.494
C -0.875 -1.582 3.766
C -2.156 -1.965 3.410
C -2.639 -3.194 3.804
S -0.304 0.010 3.223
O -1.436 0.752 2.741
O 0.560 0.622 4.181
N 0.581 -0.388 1.866
C 1.910 -0.469 1.877
N 2.636 -0.976 2.867
C 3.943 -0.968 2.706
C 4.575 -0.462 1.574
C 3.746 -0.003 0.564
N 2.436 -0.026 0.714
H -1.768 -5.841 5.574
H -3.260 -5.507 4.788
H 0.091 -4.309 5.489
H 0.943 -2.087 4.743
H -2.760 -1.268 2.851
H -3.644 -3.499 3.550
H 4.508 -1.393 3.525
H 5.647 -0.436 1.481
H 4.125 0.391 -0.370
N 0.425 0.318 -2.048
C 1.105 -0.342 -2.857
C 0.854 -0.266 -4.307
C 1.267 -1.292 -5.151
C 1.031 -1.198 -6.510
C 0.384 -0.087 -7.027
C -0.054 0.923 -6.184
C 0.171 0.834 -4.825
C 2.236 -1.197 -2.396
C 2.033 -2.126 -1.384
C 3.101 -2.844 -0.878
C 4.377 -2.629 -1.372
C 4.579 -1.714 -2.394
C 3.512 -0.998 -2.911
H 1.761 -2.163 -4.744
H 1.347 -1.993 -7.168
H 0.219 -0.010 -8.089
H -0.577 1.775 -6.592
H -0.159 1.605 -4.146
H 1.033 -2.290 -1.009
H 2.936 -3.564 -0.089
H 5.214 -3.178 -0.966
H 5.570 -1.550 -2.791
H 3.671 -0.277 -3.699
```

Values from the calculation:
energy: -5219.84738 a.u.
HOMO: -10.095 eV
Kohn-Sham gap: 5.262 eV
total charge: +1